ORCA calculation (ωB97M-V/def2-TZVPD) on 2 unconnected molecules or ions with the total composition C9H14 at a distorted geometry.

Atoms and positions in Å:
1 C -0.411 -1.745 -1.445
2 C -1.189 -0.703 -0.777
3 C -0.908 0.602 -1.176
4 C -1.674 1.561 -0.565
5 C -2.748 1.280 0.242
6 C -3.034 -0.061 0.603
7 C -2.189 -1.041 0.178
8 H -0.888 -2.778 -1.498
9 H 0.581 -1.903 -0.861
10 H -0.033 -1.625 -2.493
11 H 0.026 0.696 -1.968
12 H -1.411 2.627 -0.857
13 H -3.381 2.035 0.649
14 H -3.803 -0.311 1.275
15 H -2.279 -2.096 0.658
16 C 3.411 0.005 1.335
17 C 2.387 0.841 0.660
18 H 4.231 -0.322 0.759
19 H 3.940 0.615 2.151
20 H 2.776 -0.824 1.769
21 H 3.007 1.540 -0.028
22 H 1.726 0.233 -0.051
23 H 1.865 1.375 1.441

Forces on the atoms, in the same order (eV/Å):
C 2.637 -3.481 -0.103
C -0.427 -0.352 -0.469
C 1.638 -1.687 -0.861
C 0.684 3.389 -1.338
C -0.456 -1.513 0.451
C 1.195 1.567 -0.368
C 0.873 -1.609 -0.099
H 0.339 1.323 0.438
H -1.413 0.037 -0.740
H -0.692 0.734 0.812
H -2.786 0.374 2.217
H -0.671 -1.216 0.692
H -0.169 0.651 0.060
H -0.957 -0.009 0.722
H 0.203 1.798 -1.424
C -0.631 -0.280 2.973
C 1.092 0.907 -3.122
H 0.530 -0.844 -1.076
H -1.025 -0.957 -0.746
H 1.555 0.380 0.050
H -1.539 -0.459 1.055
H 0.644 0.938 1.275
H -0.623 0.306 -0.399

Calculated values
2S+1 = 1
ΔE to the lowest compared entry with this formula, charge and spin = 39.0 kcal per mole
Total energy = -351.26803 Eh
Frontier orbital gap = 9.78 eV
SMILES string = Cc1ccccc1.CC
Net charge = 0

In the Mulliken picture, each atom carries the following charge in e: -1.431 1.198 -0.446 -0.322 -0.569 -0.356 -0.491 0.363 0.211 0.322 0.204 0.260 0.404 0.419 0.237 -0.960 -0.357 0.322 0.264 0.261 0.240 -0.062 0.286

ORCA calculation (ωB97M-V/def2-TZVPD) on 2 unconnected molecules or ions with the total composition C9H14 at a distorted geometry.

Atoms and positions in Å:
1 C 3.263 -0.141 -1.035
2 C 1.857 0.437 -0.929
3 C 1.385 1.209 -1.978
4 C 0.070 1.612 -2.001
5 C -0.591 1.604 -0.769
6 C -0.111 0.972 0.385
7 C 1.080 0.242 0.203
8 H 3.991 0.665 -0.913
9 H 3.503 -0.474 -2.049
10 H 3.397 -0.963 -0.338
11 H 1.928 1.369 -2.906
12 H -0.321 2.192 -2.826
13 H -1.532 2.096 -0.542
14 H -0.706 1.058 1.270
15 H 1.361 -0.524 0.917
16 C -2.501 -0.759 1.995
17 C -2.195 -2.081 1.341
18 H -3.226 -0.781 2.820
19 H -1.586 -0.439 2.500
20 H -2.854 0.044 1.363
21 H -1.541 -2.722 1.941
22 H -3.046 -2.723 1.125
23 H -1.624 -1.893 0.427

Forces on the atoms, in the same order (eV/Å):
C -0.365 0.399 -0.537
C 1.033 -0.374 -0.085
C -0.626 -0.542 -1.190
C -0.086 1.360 1.492
C -0.858 0.057 1.267
C 0.981 -0.233 -2.425
C -0.575 0.113 0.619
H 0.028 -0.149 0.639
H -0.396 -0.322 0.066
H 0.300 0.103 0.105
H 0.438 -0.197 0.323
H -0.129 -0.237 -0.108
H -0.131 0.187 -0.916
H 0.149 -0.368 0.371
H 0.361 0.302 0.276
C 0.034 0.231 1.624
C 0.389 -0.565 -0.475
H -0.047 -0.482 -0.203
H -0.033 0.313 -0.193
H 0.090 -0.036 -0.558
H -0.046 0.308 0.250
H -0.271 0.286 -0.258
H -0.238 -0.156 -0.086

Calculated values
2S+1 = 1
ΔE to the lowest compared entry with this formula, charge and spin = 18.1 kcal per mole
Total energy = -351.30141 Eh
Frontier orbital gap = 9.93 eV
SMILES string = Cc1ccccc1.CC
Net charge = 0

In the Mulliken picture, each atom carries the following charge in e: -1.355 0.892 -0.336 -0.778 -0.300 -0.836 -0.176 0.297 0.336 0.350 0.338 0.347 0.304 0.591 0.274 -0.751 -0.820 0.371 0.190 0.253 0.269 0.319 0.220

ORCA calculation (ωB97M-V/def2-TZVPD) on C9H14 in the gas phase at a distorted geometry.

Atoms and positions in Å:
1 C 1.993 -0.138 -0.388
2 C 2.765 1.044 -0.853
3 C 3.346 -0.289 -1.076
4 C 0.737 -0.171 -1.294
5 C -0.785 -0.231 -0.684
6 C -0.859 0.693 0.474
7 C -0.969 -1.813 -0.485
8 C -1.240 2.158 0.192
9 C -0.300 0.465 1.704
10 H 4.120 -0.741 -0.518
11 H 3.485 -0.604 -2.056
12 H 0.898 0.604 -1.992
13 H 0.774 -1.266 -1.707
14 H -1.482 0.092 -1.419
15 H -1.651 -1.998 0.456
16 H 0.070 -2.299 -0.262
17 H -1.517 -2.152 -1.432
18 H -1.246 2.732 1.149
19 H -2.203 2.094 -0.320
20 H -0.577 2.778 -0.441
21 H -0.205 -0.510 2.007
22 H -0.360 1.286 2.358
23 H 1.827 -0.220 0.606

Forces on the atoms, in the same order (eV/Å):
C -0.159 1.155 -3.648
C 0.320 0.236 0.310
C -1.492 0.002 1.607
C -0.867 -3.369 0.537
C 2.547 -1.589 0.580
C 2.097 1.432 1.841
C -0.836 0.662 1.698
C 0.179 -0.211 0.221
C -2.561 1.164 -3.224
H 0.827 0.108 1.089
H -0.246 -0.404 -2.011
H -0.322 0.636 -1.385
H 0.337 2.445 -0.440
H -0.387 0.280 -0.895
H 1.159 0.135 -1.911
H -2.171 0.592 -0.615
H 1.164 -0.105 1.478
H -0.576 -0.531 -0.699
H -0.218 0.613 0.273
H 0.028 -0.861 -0.097
H 0.869 -2.174 1.032
H 0.327 0.505 1.137
H -0.020 -0.721 3.123

Calculated values
2S+1 = 1
ΔE to the lowest compared entry with this formula, charge and spin = 164.4 kcal per mole
Total energy = -351.06821 Eh
Frontier orbital gap = 8.69 eV
Net charge = 0

In the Mulliken picture, each atom carries the following charge in e: 0.127 -0.710 -0.549 -1.249 0.278 0.879 -1.336 -1.383 -1.491 0.294 0.279 0.657 0.320 0.519 0.326 0.365 0.289 0.348 0.352 0.282 0.390 0.328 0.685

ORCA calculation (ωB97M-V/def2-TZVPD) on 2 unconnected molecules or ions with the total composition C9H14 at a distorted geometry.

Atoms and positions in Å:
1 C 1.178 1.636 1.080
2 C 1.349 0.247 0.535
3 C 1.730 0.052 -0.790
4 C 1.837 -1.235 -1.288
5 C 1.593 -2.345 -0.480
6 C 1.187 -2.157 0.817
7 C 1.082 -0.865 1.312
8 H 1.769 2.369 0.533
9 H 1.433 1.723 2.138
10 H 0.132 1.925 0.974
11 H 1.897 0.884 -1.465
12 H 2.038 -1.423 -2.335
13 H 1.744 -3.309 -0.950
14 H 1.014 -2.994 1.485
15 H 0.849 -0.721 2.358
16 C -2.142 0.191 -0.430
17 C -3.080 1.390 -0.577
18 H -2.676 -0.747 -0.595
19 H -1.238 0.158 -1.038
20 H -1.765 0.140 0.595
21 H -3.842 1.351 0.192
22 H -2.513 2.321 -0.522
23 H -3.576 1.411 -1.549

Forces on the atoms, in the same order (eV/Å):
C -0.150 0.123 0.053
C 0.263 0.291 -0.227
C -0.200 -0.280 -0.210
C -0.250 -0.269 -0.005
C 0.178 0.204 -0.972
C 0.219 -0.063 0.510
C 0.111 -0.059 0.410
H 0.065 -0.042 -0.059
H 0.010 -0.147 -0.047
H -0.092 0.117 0.048
H 0.044 0.111 0.172
H 0.270 0.208 -0.018
H -0.203 -0.189 0.353
H -0.061 -0.010 -0.095
H -0.202 0.014 0.080
C -0.059 -0.378 0.536
C 0.675 -0.113 -0.637
H -0.005 0.007 -0.059
H -0.225 0.356 -0.345
H -0.068 0.006 0.078
H -0.124 0.183 0.151
H -0.147 0.065 0.272
H -0.049 -0.136 0.011

Calculated values
2S+1 = 1
ΔE to the lowest compared entry with this formula, charge and spin = 3.2 kcal per mole
Total energy = -351.32509 Eh
Frontier orbital gap = 10.09 eV
SMILES string = Cc1ccccc1.CC
Net charge = 0

In the Mulliken picture, each atom carries the following charge in e: -1.316 0.671 -0.396 -0.463 -0.443 -0.562 -0.240 0.375 0.361 0.189 0.335 0.360 0.362 0.389 0.358 -0.683 -0.947 0.376 0.213 0.197 0.277 0.282 0.306